DFT (wB97M-V/def2-TZVPD) results for an isolated molecule of C2H4OS2 in a non-equilibrium geometry.

Values from the calculation:
Structure (SMILES) = COSC=S
Gap between HOMO and LUMO = 8.61 eV
Largest force on an atom = 2.03 eV Å⁻¹
HOMO = -8.825 eV
LUMO energy = -0.21 eV
DFT total energy = -950.15399 a.u.

Geometry as ORCA input:
```
! RIJCOSX wB97M-V def2-TZVPD def2/J DEFGRID3
* xyz 0 1
S 0.83739 -1.95431 1.84266
H -2.07673 1.40840 -0.80649
H 2.55024 -1.56689 0.21993
C 1.51320 -1.41796 0.47763
C -1.13867 1.15923 -0.31340
H -1.24779 1.25154 0.77052
S 0.77009 -0.55040 -0.86185
H -0.36105 1.84701 -0.65887
O -0.84667 -0.17662 -0.67012
*
```